Molecular formula: C57H47OP2PtSSe
Method: DFT, ωB97M-V with the def2-TZVPD basis set

Values from the calculation:
* expectation value of S²: 2.015
* charge: +1
* spin multiplicity: 3
* calculated total energy: -5877.028009 hartree
* gap between HOMO and LUMO (alpha / beta): 6.69 / 6.23 eV

XYZ file:
```
110
Properties=species:S:1:pos:R:3:lowdin_spin:R:1
Pt 0.2182 -0.5860 0.0782 0.685
Se 0.0591 -2.3646 -1.4918 0.613
S 0.0290 2.0706 0.1875 0.116
P -2.0009 -0.2960 0.8788 0.099
P 2.3900 0.0557 0.8391 0.089
O -1.0293 2.1350 -0.8671 0.013
C 5.6377 4.8958 -1.1432 0.001
C -0.7412 -6.7479 0.0020 0.034
C -4.1585 -1.8568 -0.0542 0.001
C 2.7034 2.7548 -0.2157 0.001
C 5.3662 -3.4401 0.6382 0.003
C 3.9107 -1.8545 -0.4323 0.004
C -2.7087 1.2235 1.6185 0.023
C -0.2542 -4.1022 -0.7705 0.050
C -4.6919 2.0354 2.8329 0.001
C 4.6785 1.4428 0.2718 0.007
C 4.7905 -2.9204 -0.5177 0.000
C -4.1943 -0.5917 -2.5276 0.001
C -4.3666 4.2349 4.2252 0.000
C 1.3013 -3.8225 1.2573 0.002
C -0.7549 4.6999 3.2066 0.000
C -1.7925 -2.8262 1.9754 0.005
C 1.0374 -0.2091 4.6821 0.000
C -2.2815 -1.1066 3.5827 0.006
C 4.4403 5.8254 -1.4811 0.000
C -1.8560 -4.3868 -2.7499 0.017
C -3.2550 -0.2192 -1.5785 0.001
C -2.1937 -2.0488 4.6043 -0.001
C 1.3008 -0.4580 3.3450 0.008
C 1.3321 3.1435 -0.3172 0.023
C 0.3638 -4.6079 0.3820 0.033
C -1.9017 -3.3721 4.3134 0.007
C -3.9852 3.1055 3.2944 0.000
C 3.5984 3.7554 -0.6392 0.000
C -2.6477 3.2676 2.8802 0.000
C 1.8826 5.3058 -1.2856 0.001
C -5.0947 -2.2285 -1.0127 0.000
C -1.3619 -6.2093 -1.1182 -0.004
C 0.9466 4.3507 -0.8520 0.007
C -1.9897 2.4073 1.9900 0.003
C 3.2100 5.0079 -1.1558 0.001
C -1.1374 -4.9012 -1.5249 0.035
C 5.0037 3.6330 -0.6057 0.004
C -5.1161 -1.5946 -2.2460 0.000
C 5.5487 2.4802 -0.1360 0.000
C -0.9799 -8.1763 0.4170 0.006
C 4.1950 -1.8047 1.9600 0.004
C -0.6864 2.8641 1.6031 0.008
C 5.0696 -2.8835 1.8723 0.000
C -3.0637 5.0664 4.3937 0.001
C -3.2397 -0.8491 -0.3325 0.009
C -2.0550 4.3969 3.4856 0.005
C 3.3025 1.5270 0.2432 0.007
C -2.0890 -1.4892 2.2590 0.008
C 3.6143 -1.2863 0.8080 0.009
C 0.1051 -5.9283 0.7362 -0.006
C -1.7047 -3.7615 2.9916 -0.001
C 2.3423 1.8067 4.5676 0.001
C 1.5539 0.9282 5.2940 0.003
C 2.1052 0.4171 2.6075 0.016
C 2.6224 1.5504 3.2294 0.005
C -0.0870 3.9295 2.2269 0.006
C -4.0198 1.0938 2.0231 0.006
H 6.3067 5.3430 -0.4080 0.000
H -2.4930 -0.0738 3.8282 0.000
H -2.3587 -1.7423 5.6299 0.000
H -4.5623 0.1978 1.7419 0.001
H 6.6198 2.3306 -0.0800 0.000
H -5.8503 -1.8809 -2.9885 0.000
H -1.6347 -3.1386 0.9516 -0.001
H 6.0426 -4.2831 0.5734 0.000
H 0.4198 -0.9001 5.2429 0.000
H -1.4764 -4.7933 2.7496 0.000
H 3.4427 -1.4655 -1.3305 0.002
H -1.6529 -8.6836 -0.2726 0.000
H -0.1144 4.5582 -0.9357 0.000
H -2.7152 5.0628 5.4269 0.000
H -4.1462 -2.3610 0.9034 0.000
H -4.7367 3.8547 5.1773 0.000
H 3.2497 2.2378 2.6752 0.000
H -2.3620 -3.4384 -2.5594 0.007
H 6.2398 4.6780 -2.0256 0.000
H 4.4438 6.1345 -2.5263 0.000
H -1.4174 -8.2252 1.4162 0.002
H -1.1606 -4.2220 -3.5763 0.004
H 5.5188 -3.2856 2.7715 0.000
H 1.5416 6.2469 -1.6981 0.000
H -1.8250 -4.0999 5.1114 0.000
H 3.9699 -1.3697 2.9260 0.000
H 0.8704 -1.3330 2.8677 0.001
H -5.1683 4.8333 3.7915 0.000
H 5.0215 -3.3545 -1.4823 0.000
H 0.9133 4.2220 1.9320 0.000
H -0.0414 -8.7325 0.4471 0.002
H -4.2041 -0.1004 -3.4925 0.000
H -5.7294 1.8714 3.0978 0.000
H 5.1341 0.5263 0.6230 0.001
H 1.3399 1.1275 6.3368 0.000
H -2.6027 -5.1089 -3.0774 0.001
H 0.5920 -6.3269 1.6218 -0.001
H -3.2094 6.1095 4.1135 0.000
H 2.3324 -4.1552 1.1143 0.001
H -5.8078 -3.0123 -0.7904 0.000
H 1.2648 -2.7594 1.0430 0.000
H -0.2474 5.5372 3.6690 0.000
H 4.4587 6.7371 -0.8829 0.000
H -2.5301 0.5573 -1.7973 0.000
H -2.0457 -6.8242 -1.6946 -0.001
H 1.0472 -3.9712 2.3091 0.001
H 2.7467 2.6930 5.0405 0.000
```

***

Molecular formula: C57H49AsCl5N2O9STl
Method: DFT, ωB97M-V with the def2-TZVPD basis set

Values from the calculation:
* charge: -2
* calculated total energy: -8095.748671 hartree
* energy relative to the best compared isomer or geometry (same formula, charge and spin): 21.4 kcal/mol
* gap between HOMO and LUMO: 6.92 eV

XYZ file:
```
125
Properties=species:S:1:pos:R:3:mulliken_charge:R:1
Tl -1.4080 0.4005 0.4375 1.213
As -2.0705 2.0835 -3.0960 1.800
Cl -4.5920 -1.4196 7.2369 -0.235
Cl -4.4156 3.4949 5.0015 -0.231
Cl -5.3483 1.6155 7.3291 -0.251
Cl -2.7200 2.3396 2.6259 -0.084
Cl -2.8830 -2.5471 4.8502 -0.218
S 1.6084 -5.1216 -0.5362 1.254
O 2.0680 -5.4777 -1.8516 -0.760
O 2.5302 -5.1220 0.5687 -0.719
O 0.4307 1.3437 -1.7802 0.074
O -2.1675 -0.5192 2.8774 -0.426
O 1.6833 3.8598 0.0923 -0.708
O -2.7093 1.8847 -1.5953 -0.720
O -2.5670 -1.8326 -0.9283 -0.854
O -1.4874 -3.5549 -1.8915 -0.684
O 0.5387 2.2664 1.1766 -0.302
N 1.5727 1.4435 3.5004 0.842
N 0.9146 -3.6592 -0.6557 -0.011
C -1.5728 0.4770 -4.0302 0.666
C -2.8489 -0.0608 3.8279 -1.005
C -4.0902 2.0804 -5.2424 -0.385
C -1.6898 -1.9202 -4.1363 -0.498
C -0.6938 -6.5165 -1.0299 -0.275
C 3.3049 0.7953 -3.6386 -0.502
C 4.0641 -0.0581 3.5851 -1.745
C 1.5974 1.0352 -1.8111 0.480
C 0.4862 5.1230 -1.9226 -0.745
C 2.3681 2.9733 -3.1754 0.877
C 2.4641 1.6143 -2.8913 -0.179
C -1.8914 -7.7620 0.6624 1.118
C -3.9376 4.1020 -3.9523 -0.488
C -5.0062 4.6367 -4.6550 -0.705
C -3.3103 -0.8711 4.9178 0.333
C -3.2369 1.3147 3.9232 0.528
C -3.4695 2.8227 -4.2448 0.092
C 2.2120 0.0770 -0.8221 -1.090
C -0.3568 4.0196 -1.9389 -0.501
C 3.1264 3.5097 -4.2065 -0.814
C 1.4150 3.1823 1.1024 -0.085
C 0.2166 -6.7103 1.1992 -0.263
C 1.7339 0.4234 4.4592 -0.690
C 0.8126 -0.8550 6.2811 -0.873
C 3.8595 4.1414 4.5409 -0.609
C -3.0988 -8.5659 1.0721 -1.417
C -0.8339 0.5072 -5.2093 -0.171
C 0.2984 -6.2322 -0.0985 -0.148
C -5.1593 2.6173 -5.9520 -0.722
C -1.7789 -7.2806 -0.6417 -0.670
C 2.0316 -1.4955 6.4457 -0.879
C 2.9879 4.6455 2.3758 -0.344
C 0.2057 -3.1353 0.5433 -0.237
C 2.2478 3.4701 2.3535 0.340
C -3.9911 1.8150 4.9695 0.106
C 3.9583 2.6921 -4.9637 -0.707
C -1.8662 -2.8658 -0.8940 0.249
C -5.6173 3.8941 -5.6598 -0.387
C -0.3127 4.0366 -4.3554 -0.201
C 2.3162 2.6032 3.4681 0.680
C 4.3955 -1.9721 5.7473 -1.579
C -0.9576 -1.8947 -5.3169 -0.467
C 0.6681 0.1065 5.2968 -0.784
C -1.3185 -3.3156 0.4748 0.274
C 3.7883 5.0014 3.4527 -0.839
C 3.0955 -1.2230 5.5923 1.229
C 0.9329 5.6737 -3.1138 -0.228
C 0.5404 5.1275 -4.3334 -1.281
C 4.0441 1.3340 -4.6826 -0.758
C -4.0637 -0.3678 5.9640 0.227
C 3.1408 2.9592 4.5506 -1.073
C -0.5314 -0.6834 -5.8537 -0.712
C -2.0047 -0.7300 -3.4910 -1.027
C -0.8785 -7.4795 1.5718 -0.739
C -0.7541 3.4829 -3.1547 0.685
C 2.9462 -0.2774 4.5715 1.489
C -4.4146 0.9844 6.0103 0.233
H -5.3707 5.6291 -4.4177 0.373
H -0.4734 1.4433 -5.6158 0.133
H -2.5708 -7.4833 -1.3550 0.353
H 1.9616 -0.9529 -1.1020 0.437
H 5.2535 -1.2985 5.7007 0.323
H 0.8324 1.4187 2.8026 -0.125
H -3.1225 -8.7152 2.1513 0.359
H 1.0030 -6.4642 1.9016 0.493
H 0.8103 5.5339 -0.9761 0.336
H 2.1598 -2.2269 7.2374 0.328
H 3.3605 -0.2652 -3.4169 0.483
H 4.4225 -2.4988 6.7018 0.394
H 4.4718 4.3962 5.3996 0.363
H 3.0674 4.5708 -4.4207 0.402
H 1.7843 0.2779 0.1613 -0.415
H 4.6934 0.6970 -5.2730 0.391
H -6.4544 4.3092 -6.2089 0.358
H 3.2950 0.1776 -0.7792 0.583
H -0.7066 -2.8227 -5.8183 0.348
H 4.5358 3.1133 -5.7788 0.386
H 2.9278 5.2756 1.4979 0.408
H 3.7416 0.5789 2.7657 0.222
H 3.1865 2.3034 5.4114 0.388
H -4.0175 -8.0554 0.7784 0.333
H 0.0475 -0.6650 -6.7701 0.370
H -2.5665 -0.7618 -2.5600 0.841
H 1.7191 3.5854 -2.5561 0.369
H -5.6380 2.0340 -6.7302 0.374
H 0.4281 -2.0703 0.6208 -0.560
H -1.5849 -4.3627 0.6320 0.025
H -2.0150 -2.8492 -3.6820 0.251
H 4.9333 0.4147 4.0527 0.345
H 1.5959 6.5305 -3.0978 0.361
H -0.6800 3.5464 -1.0199 0.383
H 0.6287 -3.6094 1.4293 0.466
H -3.4626 4.6752 -3.1647 0.395
H -0.6426 3.6301 -5.3035 0.487
H 4.3905 -1.0147 3.1691 0.522
H -0.0225 -1.0957 6.9280 0.440
H -3.7433 1.0784 -5.4650 0.395
H 4.5205 -2.7109 4.9503 0.307
H -0.9557 -7.8463 2.5895 0.286
H -1.7696 -2.7046 1.2572 0.272
H -3.0980 -9.5476 0.5929 0.305
H 0.8931 5.5584 -5.2631 0.368
H 4.3471 5.9299 3.4454 0.381
H -0.6272 -6.1080 -2.0296 0.265
H 0.2318 -3.6889 -1.4379 0.266
H -0.2717 0.6267 5.1623 0.674
```

***

- The highest calculated total energy belongs to which entry?
  C57H47OP2PtSSe

***

- Which of these has the highest charge?
  C57H47OP2PtSSe